(1)
96
Properties=species:S:1:pos:R:3:mulliken_charge:R:1 method="wB97M-V/def2-TZVPD" energy_ev=-86662.0122 homo_energy_ev=-8.6 de_lowest_kcal_mol=0.0 molar_mass_g_mol=783.9 total_charge=0
I -0.703 -2.185 2.693 0.264
Cl 1.067 -0.005 4.535 -0.201
O -6.892 -4.506 2.099 -0.571
O 4.224 2.680 0.619 -0.577
O 3.293 -2.895 0.395 -0.568
O -1.844 -3.882 5.314 -0.585
O 2.793 -1.961 7.155 -0.619
O -1.988 0.979 3.850 -0.550
O -5.035 -2.884 0.638 -0.561
O 2.044 0.102 -2.274 -0.551
O 0.203 4.368 -0.273 -0.697
O 0.361 -1.548 -0.350 -0.063
O 8.954 -4.660 -3.232 -0.650
O -5.961 1.165 -2.658 -0.563
O -0.373 0.819 -4.288 -0.624
O -0.266 -4.648 -1.362 -0.779
O -1.669 8.234 0.057 -0.616
O -4.188 -3.030 -2.313 -0.599
O -1.369 4.078 -4.589 -0.608
O -3.926 7.058 -3.672 -0.637
O 7.707 -2.304 -1.793 -0.591
O 2.984 2.933 5.422 -0.606
O 2.456 4.285 -2.123 -0.696
O 2.708 -5.385 -1.684 -0.601
O -4.138 -3.548 3.507 -0.562
O -1.569 6.136 -1.959 -0.591
N 3.772 1.013 -0.978 0.208
C 4.801 -1.114 -1.596 -1.045
C -1.036 -1.253 -0.627 -0.667
C -1.308 0.194 -1.045 0.199
C 3.623 1.702 0.292 -0.401
C 0.948 -0.763 0.580 -0.015
C 1.929 0.111 0.159 1.651
C 1.364 0.046 2.820 1.449
C 2.333 0.943 2.390 -1.229
C -3.777 -0.045 -0.634 -0.966
C 0.672 -0.807 1.953 -1.181
C 2.493 0.360 -1.203 -0.096
C 4.739 -0.039 -0.806 0.206
C -2.507 0.752 -0.288 -0.726
C 2.610 0.930 1.046 0.319
H -3.342 6.603 -3.052 0.354
H -2.344 0.670 0.791 0.237
H -3.687 -3.848 -2.389 0.296
H -4.314 7.777 -3.167 0.302
H 2.391 -1.738 6.309 0.295
H -2.098 8.947 0.539 0.290
H 4.665 -1.045 -2.669 0.312
H -3.692 -0.530 -1.603 0.294
H 3.788 2.913 5.950 0.319
H -0.548 1.751 -4.472 0.326
H -1.303 -1.921 -1.443 0.219
H -1.670 -1.532 0.212 0.178
H -6.027 2.125 -2.690 0.292
H -7.020 -5.349 2.542 0.283
H 2.551 -5.196 -2.613 0.285
H 1.828 -5.476 -1.297 0.344
H 2.491 -2.559 -0.024 0.359
H 2.125 -1.745 7.812 0.313
H -1.567 0.183 -2.102 0.604
H 0.718 4.652 -1.047 0.385
H -4.675 0.558 -0.565 0.412
H -3.188 -3.500 3.669 0.163
H 2.876 1.588 3.065 0.474
H -2.260 1.738 4.375 0.265
H -1.065 -3.890 5.878 0.279
H 9.034 -5.571 -2.932 0.318
H -2.660 1.809 -0.502 0.364
H 5.025 -2.087 -1.193 0.281
H -2.143 -4.798 5.293 0.305
H -1.341 4.840 -3.997 0.307
H 0.031 -4.742 -2.273 0.273
H 2.147 3.377 -2.219 0.318
H 3.202 4.218 -1.515 0.328
H -5.560 -3.000 1.442 0.191
H -0.890 4.368 -5.372 0.299
H -4.536 -3.705 0.579 0.310
H -7.551 -4.497 1.397 0.295
H -1.029 0.943 3.946 0.311
H -4.706 -3.139 -1.504 0.325
H 5.412 0.065 0.038 0.350
H 3.083 -3.778 0.713 0.228
H -0.100 -3.719 -1.152 0.402
H -0.729 8.351 0.230 0.294
H 8.199 -4.668 -3.829 0.327
H 2.654 2.030 5.441 0.266
H -3.892 -0.844 0.093 0.170
H 0.432 0.821 -3.758 0.308
H 0.272 5.096 0.354 0.281
H -6.668 0.855 -3.231 0.275
H 8.381 -2.986 -1.913 0.317
H -4.493 -2.812 4.014 0.326
H -1.939 6.864 -1.440 0.384
H 7.779 -1.758 -2.581 0.293
H -0.998 5.664 -1.335 0.323
H -0.431 0.835 -0.957 -0.353

(2)
38
Properties=species:S:1:pos:R:3:mulliken_spin:R:1 method="wB97M-V/def2-TZVPD" energy_ev=-159204.7367 homo_energy_ev="-8.2 / -9.7" multiplicity=6 de_lowest_kcal_mol=1.2 molar_mass_g_mol=807.8 total_charge=0
Ir -0.050 1.362 0.274 2.456
Se -2.413 1.005 -0.645 0.981
Cl -0.447 0.757 4.023 0.025
Cl 2.231 2.334 2.930 0.030
Cl -0.734 3.807 2.742 0.048
Si 0.239 1.994 2.522 0.191
F 2.431 -3.113 -1.690 0.002
F 0.520 -2.248 1.479 0.000
F 3.935 -1.129 -0.542 0.001
F 2.817 -0.198 -2.142 -0.002
F 2.858 0.707 -0.191 0.012
F 0.393 -3.279 -0.984 -0.001
F 0.863 -1.956 -2.615 -0.002
F 2.163 -0.907 1.831 -0.001
F 2.537 -2.883 1.034 0.002
O 0.416 -0.481 -0.498 0.108
N 3.162 6.383 -1.478 0.226
N 0.672 2.775 -1.071 0.266
N 2.941 3.396 -4.801 0.226
C -2.430 -1.015 1.387 0.034
C 1.308 -2.425 -1.452 0.000
C 1.393 3.418 -1.707 -0.048
C -4.175 -2.654 1.574 0.113
C 2.266 4.195 -2.463 0.406
C 2.760 5.400 -1.924 -0.056
C -4.838 -2.101 0.483 -0.043
C 2.640 3.761 -3.750 -0.060
C 1.533 -1.261 -0.438 0.024
C -4.304 -1.004 -0.162 0.066
C 1.697 -1.846 0.998 -0.003
C -3.094 -0.454 0.291 -0.009
C -2.976 -2.112 2.024 -0.033
C 2.813 -0.473 -0.833 0.000
H -4.596 -3.516 2.074 0.006
H -5.769 -2.529 0.136 -0.001
H -2.465 -2.548 2.871 0.000
H -4.806 -0.566 -1.015 -0.007
H -1.493 -0.595 1.728 0.045

(3)
46
Properties=species:S:1:pos:R:3:mulliken_spin:R:1 method="wB97M-V/def2-TZVPD" energy_ev=-187003.8168 homo_energy_ev="-10.4 / -10.4" multiplicity=5 de_lowest_kcal_mol=0.5 molar_mass_g_mol=749.2 total_charge=0
Se 4.417 -1.297 1.947 -0.001
Co 0.004 -0.179 -0.082 2.792
S -2.075 2.426 -0.041 0.002
S -3.202 -0.015 -0.704 0.011
F -5.667 -0.197 0.136 0.000
F -2.903 3.370 -2.345 0.000
F -0.931 4.034 -1.732 0.000
F -4.608 -2.079 -0.034 0.000
F -4.186 -0.742 1.614 0.000
F -1.221 2.020 -2.480 -0.001
O 2.149 2.706 -3.815 0.010
O -1.981 -0.724 -0.307 0.024
O -0.822 1.750 0.299 0.011
O 0.597 -1.962 -0.567 0.056
O 1.349 0.644 -1.349 0.342
O 5.522 -2.858 -4.233 0.023
O -2.407 3.583 0.716 0.003
O 5.974 -0.913 -5.047 0.030
O -3.598 -0.153 -2.065 0.002
O 3.308 2.931 -2.002 0.011
O 2.229 -3.453 -0.886 0.051
N -3.290 1.449 -0.128 0.001
N 5.341 -1.669 -4.343 -0.020
N 0.828 0.033 1.860 0.046
N 3.875 -0.892 3.580 0.000
N 2.820 2.290 -2.902 -0.011
N 2.927 -0.767 1.160 0.004
C 0.122 0.442 2.874 -0.002
C 2.503 -1.383 -1.920 0.131
C 2.241 0.054 -1.990 0.140
C 0.572 0.445 4.235 0.004
C 2.636 -0.450 3.459 0.003
C 3.080 0.846 -2.881 0.187
C 2.112 -0.401 2.126 -0.004
C 3.514 -1.899 -2.699 -0.074
C -4.505 -0.803 0.326 0.002
C -1.769 3.007 -1.766 0.001
C 4.256 -1.069 -3.524 0.228
C 1.709 -2.367 -1.045 0.028
C 1.809 -0.006 4.540 -0.001
C 4.061 0.320 -3.643 -0.035
H 2.186 -0.032 5.553 0.000
H -0.877 0.793 2.647 -0.001
H -0.102 0.806 4.997 0.000
H 4.674 0.912 -4.306 0.002
H 3.716 -2.960 -2.647 0.006

(4)
102
Properties=species:S:1:pos:R:3:mulliken_charge:R:1 method="wB97M-V/def2-TZVPD" energy_ev=-60629.9193 homo_energy_ev=-8.7 molar_mass_g_mol=586.7 total_charge=0
O -0.373 -3.166 2.448 -0.564
O 1.653 3.968 4.354 -0.685
O -0.279 -3.687 -5.426 -0.626
O -3.432 0.094 -7.241 -0.591
O -4.092 -3.305 -0.019 -0.613
O 5.741 -0.111 -0.096 -0.678
O -1.108 -1.154 4.506 -0.644
O 6.177 0.614 5.079 -0.633
O -2.679 3.362 -6.364 -0.692
O 1.526 0.438 6.423 -0.692
O -1.692 -1.181 1.148 -0.496
O 0.382 3.950 1.128 -0.690
O 2.497 -3.694 1.230 -0.650
O -5.123 -1.938 -6.181 -0.648
O 2.115 -3.993 5.024 -0.633
O -1.800 1.212 2.809 -0.843
O -6.502 -0.840 -4.170 -0.733
O -1.773 4.613 -4.102 -0.656
O -0.118 1.974 5.074 -0.713
O 4.465 -3.402 3.278 -0.614
O 2.222 2.065 0.807 -0.236
O 4.471 2.122 -0.932 -0.746
C 2.491 -0.052 1.920 1.519
C -1.839 -0.306 -3.460 0.615
C 2.502 1.451 2.072 1.362
C -1.038 -0.990 -0.090 0.536
C -1.205 1.952 -2.506 -1.844
C -1.949 -1.787 -3.149 -1.756
C 1.351 -0.500 1.124 -0.433
C -3.205 0.412 -0.580 -1.778
C 2.443 -0.690 3.359 -0.916
C -3.150 0.254 -4.026 0.917
C 3.789 1.988 2.561 -1.814
C -1.647 0.235 -0.801 0.779
C 0.328 -0.860 0.494 -1.323
C -1.154 0.447 -2.297 0.138
H 2.909 -3.182 0.461 0.292
H -2.162 2.388 -2.249 0.241
H 6.472 -0.461 -0.702 0.285
H 5.182 -2.717 3.480 0.268
H 1.571 4.736 3.700 0.312
H -0.846 4.958 -4.318 0.297
H -3.615 3.003 -6.224 0.315
H -2.610 -1.948 -2.273 0.027
H -3.428 -0.326 -4.964 -1.008
H -0.564 -4.112 2.753 0.229
H 3.150 -3.683 2.003 0.417
H -5.453 -1.569 -5.299 0.417
H 6.988 0.645 5.684 0.292
H -3.809 1.082 -1.258 0.335
H -4.159 0.773 -7.055 0.305
H -0.131 0.155 -2.247 0.758
H 2.567 4.018 4.785 0.293
H -2.620 3.728 -7.306 0.303
H 2.270 -4.961 5.276 0.277
H 3.846 1.947 -1.707 0.327
H 2.993 2.141 0.210 0.263
H 3.628 3.011 2.751 0.486
H 2.415 -1.787 3.306 -0.212
H 6.151 0.091 0.807 0.347
H -2.411 -2.306 -3.986 0.559
H -6.223 0.106 -3.942 0.332
H -1.226 -1.993 1.501 0.456
H 3.337 -0.331 1.341 0.243
H -3.678 -0.512 -0.680 0.478
H 5.417 1.090 5.547 0.333
H -1.189 1.098 -0.228 0.077
H -0.373 -2.737 -5.762 0.325
H 0.109 4.065 0.160 0.317
H 2.667 -3.790 4.201 0.362
H 0.602 -3.112 2.181 0.241
H -3.133 -3.420 -0.320 0.310
H 1.609 -0.269 3.952 0.138
H -2.178 4.244 -4.952 0.394
H -3.505 -0.643 -6.552 0.265
H -0.967 2.129 -3.533 0.670
H 0.922 0.944 5.789 0.381
H -1.202 -1.853 3.781 0.328
H 0.786 3.029 1.234 0.221
H -1.181 -0.288 -4.343 0.350
H -0.977 2.074 4.548 0.293
H 3.348 -0.458 3.856 0.371
H -1.526 0.613 2.041 0.268
H -1.080 -1.895 -0.697 0.042
H -6.327 -1.422 -3.361 0.367
H 4.892 -4.319 3.293 0.290
H 4.583 1.956 1.856 0.320
H 0.403 -4.160 -6.004 0.303
H 4.946 1.257 -0.708 0.414
H -3.971 0.262 -3.216 -0.277
H 1.161 -0.501 6.523 0.338
H -2.995 1.277 -4.315 0.229
H -4.208 -3.792 0.860 0.298
H -1.352 -0.255 4.111 0.336
H 4.120 1.511 3.467 0.217
H -0.999 -2.257 -2.978 0.477
H -5.685 -2.746 -6.415 0.288
H 1.661 1.732 2.695 -0.320
H -0.484 2.521 -1.829 0.183
H -3.400 0.811 0.435 0.310
H 0.482 2.757 4.850 0.320
H -1.517 2.158 2.587 0.363